1.
{
  "formula": "C32H65BrFN2O4",
  "method": "ωB97M-V/def2-TZVPD",
  "symbols": ["H", "H", "H", "C", "C", "O", "C", "H", "C", "H", "C", "C", "H", "O", "H", "H", "H", "C", "H", "H", "H", "H", "H", "H", "H", "H", "H", "H", "H", "H", "F", "C", "C", "H", "H", "H", "C", "C", "C", "H", "H", "C", "H", "H", "C", "H", "H", "H", "H", "H", "H", "H", "C", "H", "H", "C", "O", "C", "H", "Br", "H", "C", "H", "H", "H", "C", "H", "C", "C", "H", "H", "H", "H", "H", "H", "C", "C", "C", "C", "H", "H", "C", "C", "C", "H", "H", "C", "H", "H", "H", "H", "C", "H", "C", "H", "H", "H", "H", "O", "H", "C", "N", "H", "H", "N"],
  "coordinates": [[8.544699, 1.539738, 9.719289], [-3.733900, -5.060056, 0.832782], [-3.027709, 3.264619, -6.084527], [-8.877677, 2.307595, -6.621851], [5.594208, -1.487537, 0.660573], [2.490625, -0.393769, 4.305626], [0.763854, 1.810041, -4.258675], [-8.656530, 3.138414, -7.296076], [-1.598977, 1.648223, -6.301450], [2.386551, 0.410998, -4.536712], [-4.502144, -4.241526, 0.700277], [5.928925, -0.003245, 6.923993], [-1.340849, 3.773651, -5.896495], [0.261159, -3.390091, 4.075351], [-4.930550, 1.177649, -6.487409], [7.022315, -0.910032, 5.318648], [-8.251510, 3.317667, -4.841003], [-2.062219, -2.002239, 1.192166], [7.169341, 1.052773, 3.839635], [-5.971728, 2.521089, -4.725616], [7.991996, 0.092592, 8.881777], [-0.596610, 1.503617, -6.714891], [6.366140, 2.070037, 5.033545], [-8.718299, 1.373012, -7.163293], [6.631358, -1.847933, 0.409075], [5.002793, 1.112975, 8.503973], [-6.449445, 0.997162, -7.333044], [6.987002, 0.822501, 10.144849], [0.822381, -0.221065, -5.043784], [2.531089, -3.195124, 0.074806], [-1.849415, -3.041363, 4.641485], [-4.295487, -1.998724, -0.088309], [5.714456, 1.303974, 7.693751], [0.100560, -0.468372, 4.384764], [2.995977, 1.694277, 4.215823], [5.326368, -0.682297, -0.068675], [-0.558539, -1.593543, 1.240646], [3.309879, -2.459553, -0.283443], [-0.406131, -1.139564, 3.657238], [1.205306, -0.088198, -3.318676], [-9.936221, 2.359355, -6.359155], [1.557885, -0.948436, 2.033427], [-2.062757, -3.112452, 0.971447], [1.327131, 2.392107, -3.522169], [-1.660896, 1.149043, -4.857908], [6.273844, -0.779336, 7.613432], [-1.437487, -0.704908, 3.502136], [3.247737, 0.384767, 2.492527], [5.479489, 0.741085, 4.262747], [6.713323, 2.875163, 8.754702], [-2.503845, -1.920809, 2.226135], [1.197844, 1.279697, 4.284296], [4.597751, -2.714623, 0.585407], [-5.935696, -1.054535, -6.164496], [3.512906, -2.727630, -1.350205], [6.451614, 1.046637, 4.663042], [2.790226, -1.084283, -0.176491], [-2.900747, -1.242819, 0.097536], [-1.019245, 2.906599, -3.782484], [0.100574, -1.973184, -1.570621], [5.148172, -3.603565, 0.161308], [-2.008621, 3.108785, -6.448044], [-2.271605, 1.034607, -6.909016], [-4.525544, -0.163173, -4.310847], [-2.685631, 1.259635, -4.487191], [-0.717237, 1.859636, -3.883041], [0.934032, 2.296518, -5.222809], [1.669238, -1.174748, 0.607861], [-5.609620, -0.256902, -4.204753], [-3.121022, -0.198901, 0.442130], [-5.818692, -1.208467, -3.708503], [-2.430019, -1.232081, -0.914649], [-8.288872, 1.574835, -4.683409], [-6.267400, 3.210527, -6.304206], [7.902463, 0.380166, 6.107591], [-8.018102, 2.386089, -5.365850], [-6.292208, -0.210761, -5.565233], [1.322056, 0.393754, -4.292102], [7.662642, 1.039437, 9.313992], [-7.368690, -0.359621, -5.443025], [-0.848900, 1.412593, -2.890203], [2.770912, -0.539731, 2.923408], [6.909884, 0.087819, 5.754613], [2.235564, 0.992075, 4.640531], [-1.976083, 3.406598, -7.497835], [5.636706, -1.037249, 1.690552], [-0.621914, -2.612118, 4.154185], [4.254156, -3.051136, 1.608339], [5.232563, 2.037825, 7.038404], [-4.798066, -1.508856, -0.974775], [4.957906, -0.346076, 6.547970], [-6.517985, 2.360365, -5.661012], [-1.452673, 0.073563, -4.847836], [6.981816, 1.926538, 8.279442], [-5.467368, -4.758431, 0.431801], [7.690225, 2.175963, 7.483995], [3.543066, -1.357545, 2.826814], [-4.571249, -3.716753, 1.687949], [-4.135887, -3.381028, -0.394308], [-4.966320, -1.810089, 0.797385], [-6.011465, 1.080745, -6.333783], [0.215938, -1.210221, 2.326376], [-5.961869, 0.541059, -3.547402], [2.202242, 1.072882, 5.759392], [0.370768, -1.554373, 0.216346]],
  "atomic_forces_ev_per_a": [[0.0, -0.1, 0.0], [-0.6, 0.9, -0.3], [0.0, 0.0, 0.0], [-0.1, -0.1, 0.1], [0.3, -0.3, 0.0], [0.1, 1.1, -0.7], [-0.1, 0.0, 0.2], [0.0, -0.1, 0.0], [-0.1, 0.0, 0.0], [0.0, -0.1, 0.0], [0.0, -1.2, 0.0], [0.1, 0.0, 0.1], [0.0, 0.0, 0.0], [-0.3, 0.0, 0.0], [0.0, 0.0, 0.0], [0.0, 0.0, 0.1], [0.0, -0.1, 0.0], [1.1, -0.4, -0.3], [-0.1, 0.1, 0.0], [0.0, 0.0, 0.0], [0.0, 0.0, 0.0], [0.0, 0.0, 0.0], [0.0, 0.0, 0.0], [0.0, 0.0, 0.0], [-1.0, 0.5, 0.3], [0.0, 0.0, 0.0], [0.0, 0.0, 0.0], [0.0, 0.0, 0.0], [0.0, 0.0, 0.0], [0.6, 0.9, -0.5], [1.3, 1.5, -0.7], [0.0, 1.2, -0.6], [0.0, 0.0, -0.1], [0.0, -1.0, -0.7], [-0.6, -0.7, 0.3], [0.2, -0.7, 0.6], [2.3, 0.6, -0.1], [1.0, -1.8, -0.1], [-2.8, 0.0, 0.2], [0.0, 0.0, -0.1], [0.0, 0.0, -0.1], [0.2, -0.4, -3.2], [0.0, 1.1, 0.0], [0.0, 0.0, -0.1], [0.1, -0.1, 0.0], [0.0, 0.0, 0.0], [1.2, -0.2, 0.2], [-0.6, -0.8, 0.3], [0.0, 0.0, 0.0], [0.0, 0.0, -0.1], [0.4, 0.2, -1.2], [1.1, 0.0, 0.1], [-0.1, 0.1, 0.2], [-0.1, 0.0, 0.0], [-0.2, 0.8, 0.7], [0.2, 0.0, -0.1], [-2.1, -1.4, 1.0], [-1.0, -0.7, 0.4], [0.0, 0.0, 0.0], [-0.2, -0.1, 0.4], [-0.8, 0.9, 0.3], [0.1, 0.0, -0.1], [0.1, 0.0, 0.0], [0.0, 0.0, 0.0], [0.0, 0.0, 0.0], [-0.1, 0.1, -0.1], [-0.1, 0.0, 0.0], [-0.5, 1.0, 3.7], [-0.1, -0.2, 0.1], [0.3, -0.8, -0.4], [0.1, 0.0, 0.0], [-0.1, 0.1, 1.1], [0.0, 0.0, 0.0], [0.0, 0.0, 0.0], [0.0, 0.0, 0.0], [0.0, 0.1, -0.1], [0.1, 0.0, -0.1], [0.2, 0.1, -0.1], [0.1, 0.1, 0.0], [0.0, 0.0, 0.0], [0.0, 0.0, 0.0], [0.3, -0.6, -0.1], [-0.2, -0.1, 0.0], [-0.9, 0.1, 0.6], [0.0, 0.0, 0.1], [-0.1, -0.4, -1.0], [0.7, -0.5, 0.4], [0.5, 0.5, -1.0], [0.0, 0.0, 0.0], [0.5, -0.5, 0.9], [0.0, 0.0, 0.0], [0.0, -0.1, 0.1], [0.0, 0.0, 0.0], [-0.1, 0.0, 0.1], [0.8, 0.6, 0.5], [0.0, 0.0, 0.0], [-0.9, 0.7, 0.1], [-0.1, -0.3, -0.9], [0.0, 0.6, 1.3], [0.7, -0.4, -0.7], [-0.1, 0.0, -0.1], [-0.6, 0.1, 0.2], [0.0, 0.0, 0.0], [0.3, -0.2, -1.1], [-0.2, -0.1, -0.3]],
  "mulliken_charge": [0.38, 0.24, 0.20, -1.21, -0.65, -0.44, -0.58, 0.29, -0.74, 0.41, -0.71, -0.46, 0.36, -0.39, -0.12, 0.34, 0.37, -0.32, 0.38, 0.31, 0.28, 0.41, 0.34, 0.29, 0.33, 0.40, 0.37, 0.30, 0.31, 0.34, -0.27, -0.51, -0.56, 0.34, 0.33, 0.25, 0.08, -0.45, -0.71, -0.20, 0.38, 0.08, 0.25, 0.39, 0.07, 0.36, 0.44, 0.40, -0.12, 0.38, 0.40, 0.40, -0.69, 0.38, 0.44, -0.74, -0.45, -0.31, 0.39, 0.10, 0.44, -1.19, 0.40, 0.05, -0.06, -0.75, 0.26, 0.53, -0.75, 0.28, 0.36, 0.07, 0.25, 0.46, 0.29, -0.57, -0.61, -0.67, -1.21, 0.30, 0.22, -0.13, -0.48, -0.74, 0.38, -0.01, 0.64, 0.37, 0.26, 0.24, 0.12, -0.59, 0.40, -0.47, 0.27, 0.25, -0.07, 0.33, -0.37, 0.38, -0.28, -0.02, 0.34, 0.25, -0.03],
  "gap_ev": 8.83,
  "homo_ev": -12.38,
  "energy_ev": -118159.2010,
  "multiplicity": 1,
  "total_charge": 1
}


2.
{
  "formula": "C31H74BN3O12S2",
  "method": "ωB97M-V/def2-TZVPD",
  "symbols": ["H", "H", "O", "H", "H", "H", "C", "H", "H", "C", "C", "H", "C", "H", "H", "H", "N", "C", "O", "O", "C", "C", "H", "C", "H", "H", "H", "H", "O", "C", "H", "H", "H", "C", "C", "C", "H", "H", "O", "H", "H", "H", "H", "H", "H", "C", "H", "H", "C", "H", "H", "H", "H", "H", "H", "H", "H", "C", "C", "H", "C", "H", "H", "H", "H", "H", "H", "C", "C", "C", "H", "O", "S", "C", "C", "H", "H", "H", "H", "H", "H", "C", "C", "C", "C", "H", "H", "H", "C", "O", "S", "H", "H", "C", "H", "C", "H", "H", "H", "H", "O", "H", "H", "B", "H", "O", "H", "H", "C", "O", "H", "O", "H", "C", "H", "H", "O", "H", "H", "N", "H", "H", "N"],
  "coordinates": [[-0.867821, 2.441568, -3.747546], [-3.298161, -1.707155, -6.560356], [2.154361, -2.835033, 7.515181], [-3.828615, -4.367603, -10.170900], [2.483957, 0.897627, 1.891469], [-3.765207, -0.457175, -5.398862], [6.031664, -0.966126, 2.160469], [-2.519558, -0.320328, 2.173245], [-0.423554, -4.346043, 5.408205], [-2.764156, -0.778615, 6.494632], [-3.560688, 1.380158, 1.961669], [4.640397, -2.101029, -3.735804], [-0.440036, -3.271693, 5.216557], [4.420074, -2.169356, 0.488047], [-2.280133, 2.314008, -0.823349], [-0.072899, -1.473393, 0.860134], [-2.729435, 0.386403, 1.480198], [-1.552678, 1.054205, 0.862481], [-0.437966, 0.940247, 3.215170], [3.975277, -1.430976, 0.916102], [-6.864703, 1.395445, -1.980100], [6.241985, 0.995585, -0.639957], [-7.565331, 0.630511, -1.628496], [0.288225, -0.617224, 0.287200], [-2.564818, 1.368947, 6.593466], [4.002201, -0.424251, 2.657371], [1.995598, 3.640968, 1.918048], [5.232511, -0.759926, -6.421721], [-4.017392, 1.423007, 3.068668], [4.624514, -1.383648, -5.766095], [-2.733889, -1.570531, 5.747509], [6.574772, -1.796921, 1.703669], [4.499673, 1.150792, 0.614552], [0.839533, -2.822676, 4.536238], [1.534054, 2.789683, 2.409537], [-0.233448, 2.857414, -2.987961], [0.718651, -0.960910, 5.115667], [-1.637689, -0.444714, -0.644993], [-5.215530, -1.830125, -8.405218], [6.248568, -1.887270, -4.437458], [4.538024, 0.211621, -3.704715], [-3.740516, -0.820964, 6.987779], [-5.885911, -3.726987, -8.910561], [-0.577189, -2.757327, 6.170188], [-8.366221, 2.631076, -2.920420], [1.155251, -1.152697, -0.832195], [-1.587404, 0.608656, 5.332220], [-6.732401, 2.867532, -3.546272], [-2.681880, 0.296169, -7.097268], [2.464855, -0.867032, 7.273320], [-0.544724, 0.871260, -1.011015], [-4.511635, -2.881382, -10.837500], [-1.733713, -0.446763, 8.127214], [1.550485, -3.449508, 7.943885], [-5.932463, 0.896581, -2.242178], [2.392051, 1.216357, 3.631191], [-5.654000, -1.416141, -9.154838], [-0.226169, 4.088419, -2.404416], [-4.947424, -3.187680, -8.743951], [-3.100156, -2.800074, -9.780801], [5.583520, 1.229941, 0.706388], [-4.471820, -3.615275, -7.862056], [-7.653890, 1.422300, -3.993765], [-3.327111, 0.787878, 5.109157], [1.453106, -0.139064, 9.452774], [6.433344, -0.808809, 3.161785], [1.825850, -1.925914, -0.461933], [-2.218775, 2.340424, 0.262001], [-2.550397, 0.574042, 5.843208], [2.545280, 1.668885, 2.654130], [3.552599, 2.080429, 2.651869], [0.464879, 2.383998, 1.549379], [2.289935, 0.075643, -1.516328], [1.736197, -1.177888, 9.278104], [1.212350, 0.842613, -2.711280], [6.219990, -0.073581, 1.563380], [4.354214, -2.145072, 2.827443], [-1.482424, 1.321793, -5.972087], [5.908918, 0.486380, 1.432499], [1.134347, 3.142344, 3.356976], [5.918301, 1.750515, -1.362276], [-0.879493, 0.211648, -0.213749], [-3.641692, 2.364255, 0.835957], [1.745654, -1.497555, 7.796246], [5.247957, -1.459889, -4.385164], [-4.026291, 3.342312, 1.095692], [4.533804, -2.375367, -6.211276], [0.751608, -1.320097, 7.370465], [-4.042416, -3.320442, -9.954189], [0.816264, -1.417126, 4.272105], [0.759845, 0.081442, -4.065756], [5.622855, 3.180250, 0.663335], [2.220592, 2.717219, -0.906016], [1.382502, 3.018631, -1.496332], [0.562234, -1.556730, -1.649789], [4.545499, -1.258479, 2.214966], [-1.672755, 3.238651, 0.524297], [1.023632, -1.817985, 9.803405], [1.700933, -3.067472, 5.157908], [0.926260, -0.013407, 0.930461], [5.916961, 2.494289, 1.272401], [2.722976, -1.347531, 9.708894], [-2.087662, -0.993045, -5.478009], [-0.461426, 1.490301, 1.948931], [3.625493, -0.944748, -5.709663], [5.414668, -0.179573, -3.787009], [-0.905413, 4.899331, -2.589723], [-7.330849, 2.732085, -0.634061], [-2.977847, -0.784359, -6.078483], [-6.529653, 2.278919, -0.913410], [-1.900720, -0.038804, -7.789426], [-2.280467, 1.516689, -6.474801], [-4.328609, 1.927792, 0.117170], [-7.437456, 2.119581, -3.183670], [7.325548, 1.063942, -0.548278], [0.948077, -3.324324, 3.575916], [-1.733750, -1.111669, 7.431715], [-1.303772, -3.045541, 4.588456], [-0.227113, -0.004232, 3.188322], [0.813135, 2.134613, -2.416956], [-3.570358, 0.527054, -7.680639], [5.986877, 0.011465, -1.038676], [0.804785, 4.181364, -1.487267]],
  "atomic_forces_ev_per_a": [[0.0, -0.1, 0.0], [0.0, 0.0, 0.0], [0.1, 0.0, 0.1], [0.0, 0.0, 0.0], [0.0, 0.0, -0.1], [0.0, 0.0, 0.0], [0.7, -3.2, 1.5], [0.1, 0.1, 0.1], [0.0, 0.0, 0.0], [0.0, 0.2, 0.0], [0.5, 0.1, -0.5], [0.0, 0.0, 0.0], [0.0, 0.0, 0.0], [0.1, 0.0, 0.0], [0.2, -0.2, -0.1], [0.0, 0.0, 0.2], [0.7, -0.6, 0.2], [-0.3, 0.7, -0.2], [0.4, 0.2, -0.2], [-0.1, 0.0, -0.1], [0.0, 0.0, 0.0], [0.0, 0.0, 0.2], [0.0, 0.0, 0.0], [0.0, -0.2, -0.2], [0.0, 0.0, 0.0], [0.0, 0.0, 0.0], [0.1, 0.0, -0.1], [0.0, 0.0, 0.0], [-0.9, 0.0, 0.6], [0.0, 0.1, 0.0], [0.0, 0.0, 0.0], [0.0, -0.2, 0.1], [-0.2, -0.2, 0.0], [-0.2, -0.1, 0.2], [0.1, -0.2, 0.0], [-0.1, 0.4, -0.2], [0.0, 0.0, 0.0], [-0.1, 0.0, -0.2], [0.0, 0.0, -0.1], [0.0, 0.0, 0.0], [0.0, 0.0, 0.1], [0.0, 0.0, 0.0], [0.0, 0.0, 0.0], [0.0, 0.0, 0.0], [0.0, 0.0, 0.0], [0.0, -0.4, 0.0], [0.0, 0.0, 0.0], [0.0, 0.0, 0.0], [0.1, 0.0, 0.1], [0.0, 0.0, 0.0], [0.0, 0.1, 0.1], [0.0, 0.0, 0.0], [0.0, 0.0, 0.0], [-0.1, 0.1, 0.0], [0.0, 0.0, 0.0], [-0.1, -0.2, 0.0], [0.0, 0.0, 0.0], [0.1, -0.9, -0.3], [0.0, 0.0, 0.0], [0.0, 0.0, 0.0], [-0.9, 2.8, -1.8], [0.0, 0.0, 0.0], [0.0, 0.0, 0.0], [0.0, 0.0, 0.0], [0.0, 0.0, 0.0], [0.0, 0.0, 0.1], [0.0, 0.0, 0.0], [-0.4, -0.1, -0.1], [0.1, -0.1, 0.2], [0.0, 0.5, 0.3], [0.2, 0.0, -0.1], [0.0, 0.4, 0.0], [0.4, 0.3, 0.0], [0.1, -0.1, 0.0], [0.0, 0.2, -0.2], [5.9, -11.1, 3.0], [0.0, 0.1, 0.0], [0.1, 0.1, 0.0], [-5.9, 11.4, -3.1], [-0.1, 0.0, 0.1], [0.0, -0.1, 0.0], [-0.2, -0.1, -0.1], [-0.1, 0.2, -0.2], [-0.1, -0.1, -0.1], [0.0, 0.0, 0.0], [0.1, 0.1, 0.3], [0.0, 0.0, 0.0], [0.0, 0.1, 0.0], [0.0, 0.1, 0.0], [0.0, 0.1, -0.3], [-0.2, -0.2, -0.2], [0.1, 0.1, 0.1], [0.2, 0.0, 0.2], [-0.2, 0.2, -0.1], [0.0, -0.1, -0.1], [0.1, 0.1, 0.0], [0.2, 0.1, 0.0], [0.0, 0.0, 0.0], [0.0, 0.0, 0.0], [0.1, -0.1, 0.1], [0.0, 0.3, 0.0], [0.0, 0.0, 0.0], [0.0, 0.0, 0.0], [-0.2, -0.4, 0.1], [0.0, 0.0, 0.0], [-0.1, 0.0, -0.1], [0.0, 0.1, 0.0], [0.0, 0.0, 0.0], [0.0, 0.0, 0.1], [0.0, 0.0, -0.1], [-0.1, 0.0, -0.1], [0.0, -0.1, 0.0], [-0.2, 0.1, -0.1], [0.1, 0.1, 0.1], [0.1, 0.0, 0.0], [0.1, 0.1, -0.1], [0.1, 0.0, 0.0], [0.0, 0.0, 0.0], [-0.1, -0.2, 0.4], [-0.1, 1.0, 0.3], [0.0, 0.0, 0.0], [0.0, 0.1, -0.1], [0.3, -0.5, 0.1]],
  "mulliken_charge": [0.42, 0.07, -0.55, 0.34, -0.52, 0.17, -0.94, 0.30, 0.42, -0.36, 0.17, 0.17, -1.09, 0.23, 0.20, 0.28, -0.25, 1.78, 0.06, -0.26, -0.12, -1.35, 0.28, 0.72, 0.45, 0.08, 0.39, 0.28, -0.66, -0.93, 0.13, 0.36, -0.44, -0.41, -0.96, -0.29, 0.05, 0.56, -0.46, 0.33, 0.23, 0.40, 0.30, 0.11, 0.35, -1.31, 0.09, 0.29, -0.14, 0.25, -0.63, 0.31, 0.29, 0.30, 0.22, 0.30, 0.28, -0.83, -0.29, 0.23, 1.03, 0.28, 0.32, 0.19, 0.35, 0.42, 0.44, -0.50, -0.65, -0.04, 0.63, -0.62, 0.13, -1.31, 0.32, 0.46, 0.31, 0.24, -0.34, 0.27, 0.37, -1.31, -0.07, 0.77, -0.15, 0.43, 0.35, -0.44, -0.96, -0.18, -0.27, 0.37, 0.55, -0.24, 0.71, -0.20, 0.17, 0.33, 0.31, -0.89, -0.63, 0.33, 0.24, 0.21, 0.18, -0.47, 0.43, 0.26, -0.53, -0.48, 0.24, -0.53, -0.10, -1.10, 0.40, 0.40, -0.50, 0.27, 0.23, 0.23, 0.20, 0.29, -0.55],
  "gap_ev": 7.91,
  "homo_ev": -8.89,
  "energy_ev": -84730.5352,
  "multiplicity": 1
}


Number 1 is which compound?
C32H65BrFN2O4